# C5H9O8RbS

C5H9O8RbS as an isolated structure (ωB97M-V/def2-TZVPD, OMol25).

```
! wB97M-V def2-TZVPD RIJCOSX def2/J DEFGRID3
* xyz -2 1
O -17.653 -22.046 -7.358
O -18.950 -21.374 -10.906
H -16.442 -22.687 -5.892
O -15.654 -19.407 -2.995
Rb -16.423 -19.417 -7.998
O -14.417 -20.737 -4.234
S -18.286 -20.079 -10.949
C -15.059 -20.339 -2.108
H -17.884 -23.699 -6.153
C -15.189 -19.606 -4.219
H -17.041 -21.428 -1.778
O -18.809 -19.305 -9.823
H -13.310 -21.563 -2.723
H -14.397 -19.785 -1.442
H -14.888 -22.320 -2.859
O -15.503 -18.947 -5.207
H -18.035 -22.275 -5.277
C -14.353 -21.379 -2.983
H -15.871 -21.642 -0.546
O -16.807 -20.203 -10.806
H -16.732 -20.062 -0.789
O -18.606 -19.451 -12.218
C -16.234 -20.907 -1.264
C -17.504 -22.678 -6.139
*
```

The value obtained for the LUMO energy is 0.1268 Ha. The HOMO energy comes out at 0.766 eV. Its energy above the lowest of the compared OMol25 structures with the same formula, charge and spin is 33.6 kcal/mol.


# CH4O3S

A single CH4O3S molecule (ωB97M-V/def2-TZVPD, OMol25).

```
! wB97M-V def2-TZVPD RIJCOSX def2/J DEFGRID3
* xyz 0 1
O 2.261 0.150 -0.300
C -0.285 0.425 0.554
H -0.131 1.369 0.046
H -0.587 0.580 1.584
O 1.736 -0.339 2.036
H -0.989 -0.198 0.021
H 1.302 -1.646 -1.484
S 1.318 -0.448 0.597
O 0.669 -1.831 -0.791
*
```

The value obtained for the LUMO energy (alpha / beta) is -0.0676 / -0.0675 Ha. The HOMO energy (alpha / beta) comes out at -11.285 / -11.284 eV. Its energy above the lowest of the compared OMol25 structures with the same formula, charge and spin is 74.7 kcal/mol. The structure (SMILES) is CS(=O)(=O)O.


# C21H27BMoN2OP2

C21H27BMoN2OP2 as an isolated structure (ωB97M-V/def2-TZVPD, OMol25).

```
! wB97M-V def2-TZVPD RIJCOSX def2/J DEFGRID3
* xyz 2 3
H 5.215 -1.680 -3.109
H 1.351 -2.661 1.586
H -1.163 4.825 -4.444
H 1.268 4.361 -3.867
C 1.811 -1.769 -2.872
C -1.234 -3.073 -0.156
C -0.842 3.834 -4.119
H 1.507 -3.936 0.317
C 1.538 -0.450 -3.373
H -3.325 -1.181 -0.476
C -3.210 -0.206 0.011
C -2.303 2.430 -0.285
C 0.496 3.580 -3.884
H -2.198 -0.323 -2.872
H 5.045 -0.101 2.051
C -0.524 0.048 2.526
H 3.040 2.613 -3.472
C -2.255 0.712 -2.492
H -0.377 1.493 0.707
Mo 0.235 -0.011 0.748
O -1.025 0.240 3.574
H -3.120 -0.373 1.088
P -1.737 0.705 -0.609
C 0.705 -2.580 -2.238
C 2.272 1.860 -3.525
H -1.666 3.115 -0.855
C -0.047 1.204 -3.641
H -1.926 -3.004 -1.004
H -0.898 -4.107 -0.011
C -1.398 1.599 -3.357
C 3.932 0.043 -3.156
C -1.805 2.838 -3.863
N 0.306 -0.086 -3.785
C 4.189 -1.322 -3.108
H -2.872 3.064 -3.958
H 3.330 -3.296 -2.840
H 4.980 1.780 1.347
N 2.113 0.410 0.735
H 5.375 0.251 0.078
C 3.281 0.514 0.874
C 3.123 -2.226 -2.977
H -4.114 0.388 -0.171
C 1.542 -2.857 0.520
H 1.073 -3.612 -2.125
C 0.948 2.253 -3.717
H -2.167 2.649 0.779
H 4.710 0.794 -3.067
B 4.760 0.599 1.084
H -0.209 -2.481 -2.849
P 0.236 -2.064 -0.498
H -3.284 1.102 -2.537
C 2.618 0.517 -3.386
H -3.359 2.565 -0.564
H -1.740 -2.717 0.749
H 2.529 -2.444 0.263
*
```

The value obtained for the LUMO energy (alpha / beta) is -0.3503 / -0.3656 Ha. The HOMO energy (alpha / beta) comes out at -13.384 / -13.407 eV. As for the expectation value of S²: 2.031.


# C10H14N

An isolated ion of composition C10H14N and charge +1 (ωB97M-V/def2-TZVPD, OMol25).

```
! wB97M-V def2-TZVPD RIJCOSX def2/J DEFGRID3
* xyz 1 3
C 0.322 -0.537 -0.966
N 0.598 -1.800 -0.159
H -0.685 2.190 0.315
H -4.026 1.072 -0.957
C -3.084 1.185 -0.383
H 3.045 1.756 -0.331
H 0.554 -2.761 -0.576
H 2.364 -1.916 -0.851
C -0.945 -0.041 0.057
H 1.603 1.802 -1.288
C 2.008 -1.395 0.031
H -0.641 1.338 1.778
H 2.342 -1.630 1.026
C -2.354 0.079 -0.407
H -2.788 2.101 0.164
C -0.450 -1.335 0.857
H -1.197 -2.155 0.818
C 1.126 1.066 0.686
C -0.354 1.209 0.604
H 0.122 -0.589 -2.048
C 1.583 0.036 -0.373
C 2.048 1.437 -0.423
H -2.724 -0.701 -1.119
H 0.028 -1.176 1.899
H 1.504 0.765 1.647
*
```

The value obtained for the LUMO energy (alpha / beta) is -0.1132 / -0.2199 Ha. The HOMO energy (alpha / beta) comes out at -9.062 / -13.847 eV. Its energy above the lowest of the compared OMol25 structures with the same formula, charge and spin is 88.8 kcal/mol. As for the expectation value of S²: 2.008.


# C8H18N2O2Si

A 2-piece molecular cluster, C8H18N2O2Si overall (ωB97M-V/def2-TZVPD, OMol25).

```
! wB97M-V def2-TZVPD RIJCOSX def2/J DEFGRID3
* xyz 0 1
H 4.392 -0.763 -0.111
C 3.472 -1.166 -0.513
H -0.417 -2.473 -0.733
H -2.196 2.071 -1.414
H -1.534 -3.486 0.205
H 2.197 -1.026 2.342
H -4.374 1.867 0.696
H -4.571 1.274 -0.970
H -4.877 0.197 0.407
C 2.090 -0.025 1.942
C -4.259 1.014 0.037
C -2.791 0.594 0.037
H 3.352 -2.186 -0.168
C -1.854 1.706 -0.450
H -1.948 -2.990 -1.476
H -1.846 2.509 0.279
C -2.020 -1.451 -0.031
N -1.934 -1.042 1.245
O -2.590 -0.560 -0.808
C 2.373 1.672 -0.565
H 3.381 1.958 -0.286
H 2.936 0.575 2.252
H 1.680 2.385 -0.131
H -0.852 1.289 -0.550
C -1.476 -2.704 -0.543
H 1.179 0.409 2.331
H 3.533 -1.175 -1.595
Si 1.937 -0.118 0.016
H 2.284 1.725 -1.644
O 0.588 -0.670 -0.493
N -2.380 0.143 1.335
*
```

The value obtained for the LUMO energy (alpha / beta) is -0.0993 / -0.0993 Ha. The HOMO energy (alpha / beta) comes out at -7.856 / -7.855 eV. Its energy above the lowest of the compared OMol25 structures with the same formula, charge and spin is 98.4 kcal/mol.


# C31H30Li4N6O3

C31H30Li4N6O3 as an isolated structure (ωB97M-V/def2-TZVPD, OMol25).

```
! wB97M-V def2-TZVPD RIJCOSX def2/J DEFGRID3
* xyz 2 1
C -3.575 1.428 0.777
H 1.294 -3.327 0.032
N -1.050 -2.020 -2.811
C 4.734 3.302 3.420
H 5.948 5.019 3.951
H -5.658 -0.469 -1.079
C -0.514 -1.085 -3.615
N 2.155 1.714 -3.019
N -2.387 -0.238 -0.458
Li 2.946 0.872 2.795
H -1.455 1.083 0.811
C -0.694 -1.101 -4.983
C 4.266 0.579 -3.318
C 3.583 2.259 -4.857
H 2.802 0.156 -1.843
H 1.922 5.784 2.793
C 4.531 1.321 -4.457
H 5.503 2.558 3.587
C 2.736 5.102 2.993
Li 0.000 -1.028 3.228
C -2.412 0.780 0.402
H 1.658 3.118 -4.459
C -2.901 -0.436 4.346
H -2.620 -3.854 -5.153
H -3.573 2.224 1.512
H 0.008 -0.258 -3.147
H -2.207 -3.720 -2.701
Li 1.762 1.721 -0.718
C 2.397 2.391 -4.146
C 3.949 5.552 3.485
C -2.214 2.207 4.191
H -0.284 -0.296 -5.578
C -1.798 -2.962 -3.361
C 3.094 0.846 -2.635
H 1.932 -5.732 0.050
N -1.755 -0.108 3.725
H -3.536 -1.474 -1.665
N -0.773 -3.703 -0.063
H 4.096 6.589 3.754
H -2.713 -4.275 -0.141
C -4.755 -0.022 -0.682
O 0.942 -0.140 -0.524
H 5.397 1.129 -5.076
Li -0.545 -1.526 -0.690
O 0.543 -1.068 1.420
H 1.638 3.315 2.444
C 1.147 -0.165 0.727
C -1.711 -4.666 -0.020
H -2.170 -6.749 0.053
N 3.551 2.844 2.979
C -3.544 -0.627 -0.991
H 0.229 -7.441 -0.043
C 4.977 4.632 3.674
H -0.534 1.422 3.092
O 1.840 0.808 1.266
C -3.672 0.504 4.995
H -3.922 2.612 5.416
C 0.503 -4.066 -0.040
C -4.780 1.029 0.216
C -0.055 -6.398 -0.051
H -1.841 3.220 4.128
H -3.118 -1.494 4.401
C -1.450 1.189 3.635
C -1.445 -2.121 -5.564
H -1.533 -2.177 -6.640
H -5.715 1.463 0.543
C 2.582 3.743 2.766
H -4.583 0.227 5.508
C -3.339 1.851 4.917
C -2.017 -3.061 -4.732
H 3.758 2.833 -5.756
H 4.900 -0.213 -2.946
C -1.383 -6.007 -0.010
C 0.908 -5.396 -0.060
*
```

The value obtained for the LUMO energy is -0.1938 Ha. The HOMO energy comes out at -13.679 eV. Its energy above the lowest of the compared OMol25 structures with the same formula, charge and spin is 0.0 kcal/mol.